#i
# C4H14O4

A cluster of 3 separate species, C4H14O4 in total (ωB97M-V/def2-TZVPD, the Open Molecules 2025 dataset).

Geometry as ORCA input:
```
! RIJCOSX wB97M-V def2-TZVPD def2/J DEFGRID3
* xyz 0 1
C 0.620 -2.097 -1.389
O 0.477 -1.331 -2.631
C -0.263 -1.486 -0.319
C 0.113 -0.028 -0.058
C 1.548 0.347 0.312
O 1.527 0.735 1.722
H 0.574 -3.181 -1.548
H 1.679 -2.008 -1.137
H 0.372 -2.018 -3.290
H -0.378 -2.297 0.431
H -1.298 -1.308 -0.653
H -0.570 0.646 0.455
H 0.111 0.283 -1.143
H 1.916 1.283 -0.094
H 2.299 -0.446 0.201
H 1.594 1.692 1.850
H -2.853 -0.663 2.482
H -1.776 0.106 1.792
O -2.372 0.164 2.552
H -1.599 2.976 -1.125
H -1.546 3.519 0.190
O -0.982 2.976 -0.374
*
```

structure (SMILES): OCCCCO.O.O
highest occupied orbital energy: -9.7 eV
frontier orbital gap: 0.37960 hartree

Formally, the Mulliken partial charges of the atoms, in units of the elementary charge, are as follows: -0.5875, -0.5255, -0.2984, -0.3271, -0.4565, -0.6016, 0.4468, 0.2061, 0.2939, 0.3317, 0.2803, 0.1797, 0.2408, 0.3288, 0.2018, 0.3126, 0.2883, 0.3653, -0.6761, 0.3032, 0.3050, -0.6117



#ii
# C4H14O4

A cluster of 4 separate species, C4H14O4 in total (ωB97M-V/def2-TZVPD, the Open Molecules 2025 dataset).

Geometry as ORCA input:
```
! RIJCOSX wB97M-V def2-TZVPD def2/J DEFGRID3
* xyz 0 1
O 0.855 -1.634 1.790
C 1.160 -0.564 2.275
C 1.463 0.570 1.319
C 0.434 0.807 0.225
C -0.703 1.719 0.766
H 1.351 -0.527 3.333
H 1.539 1.551 1.841
H 2.479 0.455 0.960
H 0.821 1.416 -0.612
H -0.007 -0.096 -0.211
H -1.570 1.804 0.141
H -0.179 2.640 1.063
H -1.099 1.404 1.763
H -1.632 -0.836 -2.594
H -0.957 -0.513 -1.286
O -1.624 -0.158 -1.909
H -2.801 -2.247 0.020
H -1.300 -2.579 -0.338
O -2.138 -2.246 -0.676
H 1.128 -0.382 -1.881
H 1.681 0.048 -3.177
O 1.099 -0.630 -2.813
*
```

structure (SMILES): CCCC=O.O.O.O
highest occupied orbital energy: -10.0 eV
frontier orbital gap: 0.38746 hartree

Formally, the Mulliken partial charges of the atoms, in units of the elementary charge, are as follows: -0.4608, -0.0824, -0.6465, 0.3944, -1.3670, 0.3995, 0.3183, 0.3500, 0.4088, -0.5541, 0.3663, 0.3798, 0.3196, 0.2735, 0.4637, -0.6032, 0.2848, 0.3170, -0.6091, 0.3706, 0.3011, -0.6241



Relative energies, in eV, with the most stable structure set to zero: #i 0.343; #ii 0.000.



#i
# C4H14O4

A cluster of 4 separate species, C4H14O4 in total (ωB97M-V/def2-TZVPD, the Open Molecules 2025 dataset).

Geometry as ORCA input:
```
! RIJCOSX wB97M-V def2-TZVPD def2/J DEFGRID3
* xyz 0 1
C -2.667 1.097 -1.597
C -1.320 0.633 -2.191
C -0.114 0.972 -1.743
O 0.087 1.874 -0.712
C 1.065 0.090 -2.081
H -3.397 1.162 -2.398
H -2.586 1.998 -0.983
H -3.002 0.395 -0.833
H -1.542 -0.300 -2.683
H -0.748 2.351 -0.703
H 1.793 -0.038 -1.273
H 1.692 0.630 -2.811
H 0.829 -0.909 -2.427
H -1.068 -3.036 2.213
H -1.356 -3.037 0.750
O -1.213 -3.647 1.490
H 1.604 -0.919 0.717
H 0.698 0.258 0.618
O 0.921 -0.466 1.217
H 3.109 0.101 4.486
H 3.356 0.506 5.870
O 3.859 0.285 5.073
*
```

structure (SMILES): C/C=C(/C)O.O.O.O
highest occupied orbital energy: -9.1 eV
frontier orbital gap: 0.34969 hartree

Formally, the Mulliken partial charges of the atoms, in units of the elementary charge, are as follows: -1.2255, -0.1750, 0.5949, -0.5090, -1.1014, 0.2912, 0.4056, 0.2671, 0.2639, 0.2605, 0.2936, 0.2912, 0.2957, 0.3184, 0.3142, -0.6327, 0.3409, 0.3535, -0.6473, 0.3144, 0.3208, -0.6348



#ii
# C4H14O4

A cluster of 3 separate species, C4H14O4 in total (ωB97M-V/def2-TZVPD, the Open Molecules 2025 dataset).

Geometry as ORCA input:
```
! RIJCOSX wB97M-V def2-TZVPD def2/J DEFGRID3
* xyz 0 1
C 1.837 0.984 -1.059
O 1.267 0.002 -1.917
C 1.272 1.007 0.324
C -0.136 1.657 0.399
C -0.635 1.821 1.815
O -1.094 0.831 -0.274
H 1.732 1.918 -1.636
H 2.919 0.831 -1.071
H 0.540 -0.527 -1.572
H 1.888 1.605 0.996
H 1.177 -0.049 0.596
H -0.110 2.620 -0.118
H -1.639 1.404 1.957
H -0.705 2.860 2.135
H -0.118 1.277 2.614
H -1.127 0.859 -1.220
H -1.401 -1.091 0.308
H -0.942 -1.114 1.720
O -1.522 -1.621 1.130
H -1.046 -3.643 0.203
H -0.215 -3.010 -0.931
O -0.574 -3.839 -0.639
*
```

structure (SMILES): C[C@H](O)CCO.O.O
highest occupied orbital energy: -10.4 eV
frontier orbital gap: 0.40032 hartree

Formally, the Mulliken partial charges of the atoms, in units of the elementary charge, are as follows: -0.5402, -0.5318, -0.4661, 0.2913, -1.4491, -0.6298, 0.2828, 0.2912, 0.3138, 0.3930, 0.1911, 0.3993, 0.4001, 0.3481, 0.3383, 0.3266, 0.3786, 0.3010, -0.6425, 0.3613, 0.2912, -0.6482



Relative energies, in eV, with the most stable structure set to zero: #i 0.441; #ii 0.000.



#i
# C3H9BS

A cluster of 2 separate species, C3H9BS in total (ωB97M-V/def2-TZVPD, the Open Molecules 2025 dataset).

Geometry as ORCA input:
```
! RIJCOSX wB97M-V def2-TZVPD def2/J DEFGRID3
* xyz 0 1
B 2.550 -0.521 0.820
C -0.904 -0.978 -0.844
C -1.142 1.177 0.496
C -0.782 0.486 -0.754
S 2.181 0.545 -0.472
H 1.699 -1.089 1.398
H 3.678 -0.659 1.114
H -0.448 -1.457 0.025
H -1.961 -1.270 -0.839
H -0.448 -1.367 -1.750
H -0.861 0.586 1.366
H -2.228 1.322 0.538
H -0.680 2.159 0.555
H -0.654 1.065 -1.653
*
```

highest occupied orbital energy (spin up / spin down): -8.9 / -7.9 eV
frontier orbital gap (spin up / spin down): 0.32302 / 0.23681 hartree

Formally, the Mulliken partial charges of the atoms, in units of the elementary charge, are as follows: 0.1767, -0.9190, -0.9763, -0.1583, -0.2337, -0.1125, -0.0576, 0.2551, 0.3542, 0.2829, 0.2853, 0.3524, 0.2975, 0.4532



#ii
# C3H9BS

An isolated molecule of C3H9BS (ωB97M-V/def2-TZVPD, the Open Molecules 2025 dataset).

Geometry as ORCA input:
```
! RIJCOSX wB97M-V def2-TZVPD def2/J DEFGRID3
* xyz 0 1
S 0.656 0.316 -1.398
B 0.500 0.034 0.364
C -0.878 -0.125 -2.221
C 1.015 -1.185 1.140
C -0.106 1.285 1.105
H -0.900 -0.933 -2.941
H -1.381 0.736 -2.578
H -1.431 -0.547 -1.382
H 0.674 -2.183 0.872
H 0.603 -0.916 2.113
H 2.103 -1.211 1.214
H -0.565 1.934 0.347
H -0.923 0.925 1.779
H 0.634 1.869 1.586
*
```

structure (SMILES): CSB(C)C
highest occupied orbital energy: -8.3 eV
frontier orbital gap: 0.31427 hartree

Formally, the Mulliken partial charges of the atoms, in units of the elementary charge, are as follows: -0.2294, 0.1568, -0.7654, -0.8336, -0.9581, 0.3235, 0.3046, 0.1939, 0.3094, 0.2747, 0.2901, 0.2408, 0.3393, 0.3532



Relative energies, in eV, with the most stable structure set to zero: #i 1.781; #ii 0.000.



#i
# C3H4O2S

A structure of composition C3H4O2S (ωB97M-V/def2-TZVPD, the Open Molecules 2025 dataset).

Geometry as ORCA input:
```
! RIJCOSX wB97M-V def2-TZVPD def2/J DEFGRID3
* xyz 0 1
C -0.306 0.133 0.413
C 0.630 -0.252 1.298
C 0.398 0.039 -0.876
O 3.154 1.324 -0.116
O 2.407 -1.673 -0.151
S 1.927 -0.353 0.083
H -1.299 0.705 0.327
H 0.863 -0.221 2.392
H 0.058 -0.634 -1.657
H 0.439 1.132 -1.186
*
```

highest occupied orbital energy (spin up / spin down): -9.9 / -9.9 eV
frontier orbital gap (spin up / spin down): 0.33044 / 0.33031 hartree

Formally, the Mulliken partial charges of the atoms, in units of the elementary charge, are as follows: -0.2925, -0.2106, -0.4194, -0.5534, -0.5143, 0.7106, 0.3025, 0.3302, 0.3751, 0.2719



#ii
# C3H4O2S

An isolated molecule of C3H4O2S (ωB97M-V/def2-TZVPD, the Open Molecules 2025 dataset).

Geometry as ORCA input:
```
! RIJCOSX wB97M-V def2-TZVPD def2/J DEFGRID3
* xyz 0 1
C 1.713 -0.977 0.913
C 0.806 0.181 0.791
C -0.153 -0.091 -0.369
H 1.379 -2.032 1.041
H 2.019 -1.309 -0.065
H 2.627 -0.639 1.530
H -0.410 -1.329 -1.782
O 0.631 1.237 1.408
O 0.157 -1.278 -1.053
S -1.633 0.685 -0.723
*
```

structure (SMILES): CC(=O)C(O)=S
highest occupied orbital energy: -9.4 eV
frontier orbital gap: 0.29555 hartree

Formally, the Mulliken partial charges of the atoms, in units of the elementary charge, are as follows: -1.0237, 0.5645, 0.3175, 0.3559, 0.3042, 0.2891, 0.3347, -0.4983, -0.4525, -0.1916



Relative energies, in eV, with the most stable structure set to zero: #i 5.000; #ii 0.000.